1.
Entry from the Open Molecules 2025 dataset: 2 unconnected molecules or ions with the total composition C2H4ClN at a distorted geometry (the ωB97M-V functional and the def2-TZVPD basis).

- HOMO energy (eV) = -9.3
- HOMO-LUMO gap (eV) = 10.2694
- ΔE to the lowest compared entry with this formula, charge and spin (kcal per mole) = 60.3
- E_LUMO (eV) = 1.0
- spin multiplicity = 1
- E (hartree) = -593.44504
- M (g mol⁻¹) = 77.51

Last column: Löwdin charge in e.
Element x y z (Å)
C -1.10459 -0.89331 -0.06275  -0.2349
C 0.88194 0.92483 0.01691  -0.4888
N -1.01690 0.34179 -0.10894  -0.0123
Cl 1.89240 -0.46317 0.11027  0.5976
H -2.13177 -1.31180 -0.24380  0.0727
H -0.20590 -1.60165 0.32682  0.0526
H 0.93991 1.53930 0.82122  -0.0049
H 0.74492 1.46401 -0.85973  0.0179

Forces on atoms 1 to 2 (eV/Å):
0.8 -1.8 1.3
-3.8 -3.3 -0.8

2.
Entry from the Open Molecules 2025 dataset: a single C5H10N2O2 molecule at a distorted geometry (the ωB97M-V functional and the def2-TZVPD basis).

- HOMO energy (eV) = -7.4
- HOMO-LUMO gap (eV) = 8.0888
- ΔE to the lowest compared entry with this formula, charge and spin (kcal per mole) = 101.9
- E_LUMO (eV) = 0.7
- structure (SMILES) = C[N@@H+](C=O)[C@]1([O-])C[C@@H]1N
- spin multiplicity = 1
- E (hartree) = -456.39184
- M (g mol⁻¹) = 130.15

Last column: Löwdin charge in e.
Element x y z (Å)
C 1.52024 -0.18898 0.25728  -0.2612
C 1.26339 0.87753 -0.80043  -0.0770
C -1.82894 0.07678 -0.94523  -0.0137
N -1.16894 0.52503 0.29881  -0.0298
C 0.38725 1.17501 0.33777  -0.5146
N 1.35818 -1.53640 -0.20531  0.0084
C -0.93783 -0.54573 1.32198  -0.2465
O 0.41076 2.05325 1.19892  -0.0198
O -1.20994 -1.70138 1.14897  0.0797
H -1.65639 1.32486 0.70826  0.1619
H 2.35803 0.03196 0.91841  0.1187
H 2.17586 -1.86975 -0.70752  0.0755
H 1.16579 -2.18309 0.55058  0.0610
H 2.02518 1.63058 -0.97455  0.1136
H 0.82643 0.48708 -1.71313  0.1038
H -0.74805 -0.06645 2.28721  0.1516
H -1.27012 -0.77932 -1.31650  0.0918
H -2.85268 -0.20074 -0.69669  0.0974
H -1.81819 0.88975 -1.66882  0.0992

Forces on atoms 1 to 2 (eV/Å):
-0.4 0.6 0.1
0.0 0.1 -0.1

3.
Entry from the Open Molecules 2025 dataset: 5 unconnected molecules or ions with the total composition C31H65ClN4O13Si at a distorted geometry (the ωB97M-V functional and the def2-TZVPD basis).

- HOMO energy (eV) = -8.7
- HOMO-LUMO gap (eV) = 8.5381
- E_LUMO (eV) = -0.1
- spin multiplicity = 1
- E (hartree) = -3166.47623
- M (g mol⁻¹) = 765.42

Last column: Löwdin charge in e.
Element x y z (Å)
C 0.50594 -2.66834 1.32891  -0.1048
C -0.09637 -2.93718 -0.14477  -0.3830
C -1.50846 -2.15560 -0.33082  -0.1006
C 0.95322 -2.69788 -1.33988  -0.1706
C 1.89635 -1.40510 -1.17337  -0.2957
C 0.95184 -0.10130 -1.27324  -0.0681
C 2.99469 -1.46589 -2.37431  -0.1209
O 4.37863 -1.44385 -1.91337  -0.0303
N 4.68339 -0.30888 -1.25428  -0.0664
C 5.62165 -0.21160 -0.10921  0.1084
C 5.70263 1.28866 0.35476  -0.0767
C 6.62331 1.83532 1.53603  -0.1033
C 5.85007 2.13857 2.90790  -0.2624
O 4.80326 3.12537 2.73415  -0.2709
Si 3.32838 2.69162 3.54202  0.4594
C 1.95045 3.82502 2.76588  -0.1878
C 2.76294 0.87999 3.27824  -0.1955
C 3.42695 3.07549 5.41692  -0.1918
N 4.77567 2.06036 -0.51286  0.0210
C 4.44200 3.51342 -0.47618  -0.0049
C 3.48260 3.97621 -1.69926  -0.3126
O 3.92190 4.93376 -2.41416  0.0525
N 2.19481 3.34874 -2.02005  -0.1996
C 1.10231 3.73800 -1.07392  -0.0817
C 1.79906 3.53498 -3.44911  -0.0798
C 4.26164 1.06335 -1.41784  0.0519
H -0.35605 -2.79140 2.09294  0.0816
H 0.93284 -1.61846 1.47788  0.0600
H 1.25990 -3.50725 1.57079  0.0877
H -0.36769 -4.06688 -0.16914  0.1276
H -2.41908 -2.80936 -0.07575  0.0808
H -1.45578 -1.23435 0.36802  0.0705
H -1.57052 -1.71621 -1.40048  0.0728
H 1.66524 -3.61788 -1.33893  0.1239
H 0.45709 -2.71711 -2.38856  0.1346
H 2.49552 -1.39755 -0.19144  0.1305
H 0.18308 -0.24529 -2.11015  0.0838
H 0.42526 0.01318 -0.24807  0.0798
H 1.50735 0.88153 -1.46026  0.0453
H 2.76620 -0.66678 -3.19204  0.1166
H 2.84467 -2.48175 -2.91125  0.1480
H 6.18531 -1.09599 0.34865  0.1374
H 7.11368 2.81661 1.16700  0.1317
H 7.50195 1.10243 1.71786  0.1358
H 5.51662 1.15092 3.38173  0.1142
H 6.63176 2.61753 3.62251  0.1382
H 1.20702 4.15967 3.56573  0.0471
H 1.47685 3.19195 1.92377  0.0190
H 2.47488 4.70814 2.23125  0.0447
H 3.12926 0.54485 2.24578  0.0322
H 1.62657 0.84112 3.39842  0.0546
H 3.32932 0.23689 4.05216  0.0501
H 4.47773 2.90751 5.83851  0.0406
H 3.12767 4.15377 5.66162  0.0456
H 2.69748 2.34068 5.94283  0.0539
H 3.79992 3.67226 0.48023  0.1167
H 5.33864 4.21104 -0.37021  0.1563
H 0.14715 3.86807 -1.72004  0.0996
H 1.27960 4.74961 -0.55140  0.1077
H 0.83433 2.90062 -0.31566  0.0764
H 2.67252 3.57977 -4.18504  0.1162
H 1.15164 2.61566 -3.73170  0.0761
H 1.12034 4.45785 -3.57215  0.1056
H 3.53156 1.22532 -2.28437  0.1339
C -2.12527 -7.37906 3.14781  -0.0646
C -1.84973 -5.91458 3.43514  -0.2174
O -3.07093 -5.16806 3.50872  0.0260
C -3.75690 -5.29097 4.65825  -0.5821
O -3.43308 -5.95352 5.61374  0.1264
O -4.88369 -4.56277 4.55033  -0.0225
C -5.75611 -4.67828 5.67557  -0.0338
H -2.74552 -7.48479 2.25385  0.0830
H -1.19150 -7.92569 2.99977  0.0812
H -2.67055 -7.84774 3.97037  0.0765
H -1.26892 -5.48784 2.61444  0.1115
H -1.26067 -5.78664 4.34819  0.1259
H -5.23187 -4.46335 6.60905  0.1014
H -6.19674 -5.67719 5.70210  0.1041
H -6.55814 -3.94810 5.55472  0.0859
O 6.26442 -0.35518 -4.96090  -0.3598
Cl 5.35595 0.76924 -4.95850  0.6430
O 5.87136 1.80557 -4.08569  -0.3843
O 4.05620 0.34170 -4.46996  -0.4198
O 5.22604 1.28903 -6.29979  -0.3535
C -1.66598 3.67114 -6.25087  -0.0671
C -1.03805 2.41911 -5.64423  -0.4283
C -1.45744 1.11240 -6.34878  -0.1947
O -2.77421 0.66862 -6.03367  -0.1943
C -3.80508 1.33098 -6.74774  -0.1083
N -1.34477 2.37981 -4.20758  0.0369
H -2.70740 3.80653 -5.95195  0.0642
H -1.12488 4.56367 -5.91970  0.0751
H -1.62373 3.64288 -7.34309  0.0811
H 0.04745 2.51558 -5.75893  0.1273
H -0.78918 0.31558 -6.00311  0.1228
H -1.32155 1.17855 -7.43486  0.1220
H -3.50124 1.58820 -7.76657  0.0916
H -4.12238 2.22456 -6.20667  0.0726
H -4.66503 0.65904 -6.80204  0.0875
H -0.83603 1.60356 -3.78668  0.0524
H -2.32403 2.10540 -4.11392  0.0740
O -9.93495 -1.53591 4.36386  0.0979
C -8.95615 -1.40405 3.66320  -0.5239
O -7.74083 -1.75291 4.13100  -0.0099
C -6.55258 -1.82007 3.32681  -0.2256
C -5.88975 -0.46118 3.22322  -0.0607
C -9.05996 -0.76965 2.30643  0.0060
H -6.76349 -2.26106 2.34962  0.1199
H -5.87571 -2.51020 3.83641  0.0980
H -6.53883 0.26773 2.73285  0.0674
H -4.95766 -0.52955 2.65740  0.0800
H -5.66889 -0.06800 4.21912  0.0857
H -9.04485 0.31603 2.41609  0.0980
H -10.00643 -1.07451 1.85420  0.0942
H -8.27940 -1.07797 1.61372  0.0688

Forces on atoms 1 to 2 (eV/Å):
-0.7 -0.8 -0.1
-0.8 -0.6 0.0